# C43H54FN2NaO3SSi

A structure of composition C43H54FN2NaO3SSi (ωB97M-V with the def2-TZVPD basis set, the OMol25 dataset).

Last column: Löwdin charge in e.
CARTESIAN COORDINATES (ANGSTROEM)
Na1 0.145389 -0.597376 -0.600511  0.3604
C1 -5.999182 -2.577465 3.204834  -0.0389
C2 -5.927258 -3.164743 1.798383  -0.3336
C3 -7.279635 -3.162291 1.093406  -0.1532
C4 -7.692023 -1.745248 0.724214  -0.1626
C5 -6.616266 -1.095693 -0.097891  -0.1844
C6 -6.962484 -0.093289 -1.052322  -0.0180
C7 -5.948097 0.482655 -1.778313  -0.3033
F1 -6.280307 1.446922 -2.688219  0.0122
C8 -4.618939 0.150018 -1.645222  0.0346
C9 -4.249903 -0.852449 -0.704599  -0.0774
C10 -2.879949 -1.195448 -0.529520  -0.3456
O1 -1.960408 -0.571993 -1.154445  -0.1211
C11 -2.624845 -2.254715 0.453258  -0.0476
C12 -3.632470 -2.804484 1.155220  -0.0068
N1 -4.929887 -2.457369 0.994603  0.0042
C13 -5.298512 -1.464907 0.056122  -0.0834
C14 -1.312252 -2.888923 0.711201  -0.4106
O2 -1.013434 -3.498148 1.704207  0.1320
O3 -0.414122 -2.760977 -0.335388  -0.0382
H1 -6.686353 -3.151907 3.830882  0.0756
H2 -6.338692 -1.541519 3.172037  0.0787
H3 -5.014765 -2.585801 3.674831  0.0782
H4 -5.587441 -4.202049 1.866789  0.1388
H5 -8.016283 -3.641598 1.744110  0.1088
H6 -7.200047 -3.761795 0.182779  0.1225
H7 -7.892153 -1.167827 1.636476  0.1059
H8 -8.631974 -1.756824 0.165928  0.1076
H9 -7.990359 0.209813 -1.201438  0.0957
H10 -3.850195 0.642358 -2.221213  0.1071
H11 -3.436714 -3.587533 1.876339  0.1402
C15 5.816944 1.049709 1.566046  -0.0451
C16 6.457549 0.315165 0.385679  -0.5545
C17 6.237847 1.127623 -0.896089  -0.0445
C18 7.966013 0.247735 0.643779  -0.0879
C19 5.818881 -1.066980 0.216480  -0.1909
C20 6.604856 -2.224385 0.199892  -0.0762
C21 6.027409 -3.470611 -0.015420  -0.1223
C22 4.670091 -3.563686 -0.211867  -0.4964
S1 3.714620 -4.971564 -0.563917  1.0134
C23 2.263310 -3.949008 -0.670162  -0.5054
N2 2.499043 -2.638345 -0.428364  0.0751
C24 3.825345 -2.423338 -0.192070  -0.3147
C25 4.439575 -1.174926 0.034920  0.0311
C26 1.058856 -4.571859 -1.078043  -0.1812
C27 1.062807 -5.885344 -1.642825  -0.0950
C28 -0.055387 -6.441915 -2.222380  -0.1416
C29 -1.263346 -5.753328 -2.287032  -0.1248
C30 -1.332788 -4.496033 -1.675847  -0.0222
C31 -0.229860 -3.960268 -1.051577  -0.1756
H12 6.255814 2.046040 1.674728  0.0822
H13 5.970370 0.498306 2.496856  0.0907
H14 4.742654 1.172218 1.424958  0.0487
H15 6.677877 2.125036 -0.796943  0.0823
H16 5.179816 1.249565 -1.109575  0.0528
H17 6.696647 0.626891 -1.751632  0.0884
H18 8.350681 1.260223 0.791034  0.0757
H19 8.505395 -0.193721 -0.196928  0.0769
H20 8.193824 -0.332228 1.540451  0.0795
H21 7.673262 -2.168697 0.346782  0.0796
H22 6.649986 -4.358718 -0.036853  0.0937
H23 3.805699 -0.294244 0.044993  0.0996
H24 1.986861 -6.447503 -1.659960  0.0505
H25 0.024327 -7.433715 -2.656469  0.0857
H26 -2.131282 -6.179009 -2.772821  0.0776
H27 -2.253838 -3.927157 -1.651809  0.1182
C32 1.493814 4.405639 1.796610  -0.1193
C33 0.992116 2.971545 1.630866  -0.6468
C34 2.114445 2.013640 2.052196  -0.1474
C35 -0.127919 2.760832 2.658825  -0.1393
Si1 0.343804 2.376875 -0.159567  0.8636
C36 1.528865 3.295443 -1.491729  -0.6450
C37 2.976553 2.902293 -1.190441  -0.1504
C38 1.252203 2.710750 -2.886314  -0.1384
C39 1.467586 4.819800 -1.616874  -0.1158
C40 -1.451941 3.204704 -0.326847  -0.6368
C41 -2.453479 2.341236 0.454474  -0.1220
C42 -1.897274 3.125798 -1.794315  -0.1259
C43 -1.619068 4.656846 0.126319  -0.1158
H28 1.752509 4.597222 2.850562  0.0701
H29 0.739658 5.141173 1.503824  0.0587
H30 2.390685 4.606093 1.207915  0.0542
H31 2.496806 2.282491 3.050124  0.0777
H32 2.952602 2.024182 1.357612  0.0235
H33 1.752589 0.984250 2.103385  0.0668
H34 0.279523 2.866220 3.676152  0.0740
H35 -0.560103 1.759334 2.581607  0.0706
H36 -0.939960 3.482537 2.555417  0.0499
H37 3.075722 1.815513 -1.121559  0.0517
H38 3.357884 3.333310 -0.264591  0.0589
H39 3.634472 3.242351 -2.003474  0.0766
H40 1.285802 1.617825 -2.871294  0.0617
H41 2.021047 3.055427 -3.595593  0.0712
H42 0.283748 3.000629 -3.285491  0.0487
H43 1.675052 5.328539 -0.675690  0.0515
H44 0.490562 5.161531 -1.967064  0.0554
H45 2.211633 5.169289 -2.351405  0.0700
H46 -2.409237 1.305311 0.120324  0.0466
H47 -3.476244 2.706170 0.279288  0.0800
H48 -2.280160 2.358999 1.533490  0.0468
H49 -1.743652 2.124148 -2.205664  0.0685
H50 -1.372856 3.846249 -2.425371  0.0527
H51 -2.971921 3.347831 -1.865248  0.0764
H52 -1.420737 4.789665 1.192055  0.0481
H53 -2.654769 4.987131 -0.050424  0.0732
H54 -0.960690 5.339810 -0.416673  0.0546

Force components x, y, z for each atom (eV/Å):
0.48 0.29 -0.11
0.01 0.06 0.03
0.00 0.04 -0.03
0.03 -0.02 -0.01
-0.02 0.00 0.05
-0.07 0.14 -0.16
-0.13 -0.14 0.21
0.38 0.03 -0.07
-0.04 -0.02 0.01
-0.20 0.04 0.00
-0.12 -0.14 0.08
-0.04 0.28 -0.23
-0.31 -0.44 0.13
0.83 0.04 -0.02
-0.39 -0.07 0.19
-0.24 -0.09 -0.04
0.05 0.07 -0.01
-0.25 0.03 -0.08
-0.05 -0.04 -0.03
0.01 -0.25 -0.12
-0.02 -0.01 -0.02
0.01 0.00 0.00
0.00 -0.02 -0.02
0.03 0.00 0.06
0.01 0.00 0.01
-0.01 0.02 -0.01
-0.02 0.00 -0.02
0.02 -0.02 -0.03
0.00 -0.01 0.01
0.01 0.00 0.01
0.04 0.00 0.00
-0.13 0.04 0.00
0.03 0.00 0.00
0.03 0.04 0.00
-0.01 -0.03 0.01
0.01 -0.08 -0.01
-0.01 0.14 0.02
0.04 -0.13 0.01
-0.21 0.01 -0.08
0.22 -0.08 0.05
-0.31 0.24 -0.01
0.11 -0.22 -0.02
0.02 0.13 0.05
-0.03 -0.09 -0.02
0.01 0.15 -0.05
-0.05 0.05 0.00
0.09 -0.15 -0.04
-0.12 0.10 0.02
0.19 -0.05 0.12
0.05 0.10 0.09
0.00 0.01 0.01
0.01 -0.01 -0.01
0.13 -0.03 0.04
0.01 0.00 -0.01
-0.06 0.01 -0.01
0.02 -0.01 0.01
-0.01 0.01 -0.01
-0.02 -0.01 -0.01
0.00 0.00 0.01
0.03 0.00 0.00
-0.02 0.00 -0.01
-0.01 0.01 0.00
0.03 0.00 0.01
-0.01 0.01 0.00
0.00 0.00 0.00
-0.04 -0.02 -0.02
0.00 0.11 -0.01
-0.09 -0.17 0.06
0.01 0.05 0.07
0.07 0.00 0.11
0.10 0.08 0.01
-0.07 -0.06 -0.05
0.02 0.02 0.04
0.04 -0.05 0.00
-0.04 0.05 -0.05
0.04 -0.02 -0.07
-0.08 0.02 0.14
-0.05 -0.01 0.03
0.02 0.11 -0.01
0.00 0.00 0.00
0.04 -0.03 0.02
0.03 -0.04 -0.01
0.02 0.01 -0.03
-0.01 0.05 -0.01
-0.01 -0.01 -0.03
0.02 0.01 0.01
0.05 0.01 0.01
0.11 -0.05 0.06
-0.03 -0.03 0.03
0.00 0.04 0.06
0.03 0.00 -0.01
0.01 0.01 0.02
-0.02 0.02 0.01
-0.06 0.01 -0.01
0.00 0.00 0.01
0.01 -0.04 -0.01
0.00 0.00 0.00
-0.02 -0.01 -0.01
-0.01 0.00 -0.02
-0.10 0.00 -0.21
0.01 -0.01 0.02
0.02 0.03 0.01
0.01 0.01 -0.01
-0.03 0.00 -0.07
0.00 0.01 -0.01
-0.02 -0.02 0.02

The value obtained for the energy above the lowest of the compared OMol25 structures with the same formula, charge and spin is 0.928 eV. Its LUMO energy (alpha / beta) is 3.81 / 3.82 eV. The value obtained for the energy is -80439.15676 eV. As for the net charge: -2.


# C43H54IN5OPPrSi2

A structure of composition C43H54IN5OPPrSi2 in a non-equilibrium geometry (ωB97M-V with the def2-TZVPD basis set, the OMol25 dataset).

Last column: Löwdin spin population.
CARTESIAN COORDINATES (ANGSTROEM)
Pr1 -0.739485 0.370344 0.556352  2.0467
C1 1.642973 -0.595016 -0.332995  -0.0184
Si1 2.883323 -1.878442 0.199816  -0.0032
C2 4.037975 -2.493955 -1.209725  -0.0010
N1 3.416502 -2.179226 -2.419540  -0.0001
C3 3.569170 -0.832334 -2.861353  -0.0005
C4 3.673241 -0.665958 -4.410290  -0.0001
C5 2.793604 -1.705510 -5.193699  0.0000
C6 1.733425 -2.360936 -4.301945  0.0000
C7 2.294746 -2.964146 -2.952951  0.0000
C8 4.099021 -0.966205 1.425750  0.0000
C9 4.209768 -1.291433 2.765366  0.0000
C10 4.917933 -0.503483 3.698077  0.0000
C11 5.615072 0.617219 3.245340  0.0000
C12 5.490375 1.025002 1.922501  0.0000
C13 4.802595 0.205930 1.007019  0.0000
C14 2.299072 -3.421382 1.082676  -0.0002
C15 0.907643 -3.686176 1.112996  -0.0001
C16 0.450953 -4.803391 1.808949  -0.0001
C17 1.292469 -5.655386 2.521469  0.0000
C18 2.680340 -5.439412 2.501625  0.0000
C19 3.156287 -4.327779 1.776140  0.0000
H1 1.163387 -0.772205 -1.302155  -0.0006
H2 2.082732 0.372554 -0.152284  -0.0009
H3 4.386137 -3.526313 -1.074718  -0.0001
H4 4.911489 -1.833304 -1.144768  0.0000
H5 4.389654 -0.398162 -2.317607  0.0000
H6 2.671149 -0.228665 -2.540479  -0.0003
H7 4.721247 -0.844812 -4.722521  0.0000
H8 3.340755 0.337351 -4.691434  0.0000
H9 3.352354 -2.580099 -5.618577  0.0000
H10 2.349230 -1.280237 -6.081968  0.0000
H11 1.265668 -3.240597 -4.753812  0.0000
H12 0.931504 -1.652066 -3.985304  0.0000
H13 2.747727 -3.941281 -3.134374  0.0000
H14 1.444148 -3.058098 -2.276014  0.0000
H15 3.859422 -2.262740 3.079830  0.0000
H16 4.838782 -0.771661 4.790571  0.0000
H17 6.209362 1.255278 3.931300  0.0000
H18 5.870260 1.998669 1.631604  0.0000
H19 4.787038 0.562230 -0.049770  0.0000
H20 0.241260 -3.106751 0.451341  0.0000
H21 -0.596859 -4.956111 1.832158  0.0000
H22 0.835768 -6.461404 3.069133  0.0000
H23 3.356387 -6.068424 3.048679  0.0000
H24 4.221636 -4.137194 1.732561  0.0000
N2 -2.961069 3.347362 1.469643  0.0001
P1 -1.432785 3.103388 2.304666  -0.0004
C20 -1.910595 2.937557 3.991657  -0.0002
C21 -2.717220 3.946728 4.545165  0.0000
C22 -3.035888 3.848382 5.870697  0.0000
C23 -2.710821 2.759678 6.611340  0.0000
C24 -2.021811 1.689338 6.045147  0.0000
C25 -1.501312 1.826322 4.725774  0.0001
C26 -0.933547 4.819665 2.141027  0.0002
C27 -0.848890 5.426872 0.851566  0.0002
C28 -0.436974 6.791346 0.730157  0.0000
C29 -0.029656 7.428434 1.853680  0.0001
C30 -0.101956 6.858735 3.128932  0.0000
C31 -0.482827 5.538967 3.296594  0.0001
C32 -3.587787 2.453759 0.685881  -0.0002
C33 -4.717411 2.768191 -0.105212  0.0000
C34 -5.418870 1.812627 -0.789393  -0.0001
C35 -5.093716 0.456714 -0.555908  0.0001
C36 -4.060336 0.181707 0.337168  0.0001
N3 -3.237922 1.155121 0.832780  -0.0028
H25 -3.383410 4.262040 1.399169  0.0000
H26 -3.020036 4.846747 3.976081  0.0000
H27 -3.589066 4.735665 6.350272  0.0000
H28 -3.002947 2.726351 7.673624  0.0000
H29 -1.804520 0.858124 6.657463  0.0000
H30 -0.968996 0.969639 4.230350  0.0001
H31 -1.184340 4.899038 -0.005685  0.0000
H32 -0.404871 7.305255 -0.261764  0.0000
H33 0.332753 8.442337 1.646262  0.0000
H34 0.011660 7.531385 3.954019  0.0000
H35 -0.414649 5.062821 4.275687  0.0000
H36 -5.000267 3.799472 -0.124871  0.0000
H37 -6.210499 2.099553 -1.497313  0.0000
H38 -5.605538 -0.383767 -1.001046  0.0000
H39 -3.866062 -0.850904 0.640519  0.0002
I1 -1.462579 -1.497303 2.892077  -0.0111
C37 -1.660482 -5.195591 -2.855793  0.0001
Si2 -2.946815 -3.858574 -2.380078  0.0003
C38 -4.147933 -4.474420 -0.987756  0.0000
C39 -3.914153 -3.420869 -3.953486  0.0000
C40 -2.181252 -2.233008 -1.851359  0.0014
C41 -1.592664 -1.354299 -1.169876  -0.0055
H40 -1.805510 -6.092354 -2.246902  0.0000
H41 -0.546203 -4.988230 -2.726290  0.0000
H42 -1.828613 -5.480127 -3.920478  0.0000
H43 -4.818186 -5.299078 -1.309978  0.0000
H44 -4.902219 -3.595575 -0.842367  0.0000
H45 -3.761517 -4.665413 0.007830  0.0000
H46 -4.306291 -4.341942 -4.444132  0.0000
H47 -3.282292 -2.904126 -4.700590  0.0000
H48 -4.777697 -2.755669 -3.757734  0.0000
C42 0.113713 4.021983 -2.782241  0.0000
N4 -0.262230 2.772368 -3.399917  -0.0001
C43 -0.747328 1.704714 -2.722542  -0.0001
N5 -1.202616 0.661445 -3.421989  -0.0001
O1 -0.743587 1.658259 -1.420609  -0.0033
H49 -0.785105 4.443787 -2.282159  0.0000
H50 0.511816 4.578770 -3.616765  0.0000
H51 0.871197 3.844561 -1.965776  0.0000
H52 -0.415589 2.717547 -4.387093  0.0000
H53 -1.109681 0.603021 -4.442371  0.0000
H54 -1.551293 -0.158783 -2.858739  0.0000

Force components x, y, z for each atom (eV/Å):
1.14 -1.61 -0.66
-1.08 -1.14 1.37
0.98 0.55 0.62
0.02 0.54 2.06
-0.43 -0.28 -3.15
-2.18 0.84 -0.85
0.37 -1.26 -0.08
0.35 -1.31 0.59
-0.23 -0.02 1.64
1.29 0.95 -0.66
0.25 0.92 -0.97
0.72 0.02 0.74
-0.13 -0.40 0.31
-0.26 0.58 0.97
-0.36 -0.93 -0.51
-0.40 0.49 0.01
-0.86 -0.77 0.81
1.21 -0.56 -0.57
0.47 0.40 0.02
0.42 0.62 -0.39
-0.85 1.19 -0.79
-0.71 0.15 -0.20
0.24 0.33 0.02
0.38 0.67 -0.50
-0.17 -0.04 -0.31
0.20 -0.40 0.13
0.55 0.28 -0.16
0.75 -0.16 -0.29
-0.44 0.44 0.07
0.30 0.01 0.07
0.23 0.87 0.54
-0.31 0.44 -0.13
-0.18 0.41 -0.40
0.43 -0.32 -0.45
-0.47 -0.38 -0.08
-0.12 -0.11 0.38
-0.62 0.15 0.33
0.51 0.26 -1.34
-0.59 -0.53 -0.33
0.30 -0.25 -0.20
-0.26 -0.45 0.81
0.17 -0.14 0.76
-0.92 -0.35 0.05
0.12 -0.26 0.17
0.20 -0.23 0.08
0.12 -0.06 0.10
0.65 0.87 0.00
-0.64 -0.46 -1.76
-0.24 0.37 0.47
0.37 0.05 -0.30
-1.78 3.18 0.50
0.31 -1.61 1.25
0.67 1.50 -1.12
-0.99 -1.00 0.56
1.49 1.40 -0.07
-0.08 1.31 1.82
-0.39 -2.36 -1.35
0.22 1.45 0.23
-0.23 0.22 -0.59
-0.14 -0.12 -1.26
-1.54 -2.74 -0.25
0.72 0.68 0.37
0.11 -1.03 -0.22
0.35 0.39 0.60
0.10 0.81 -0.73
-0.61 -0.34 0.01
0.40 0.21 0.24
0.24 -0.78 0.30
0.81 -1.57 -0.68
0.14 -0.11 -0.64
0.28 -0.95 0.32
-0.40 1.08 0.67
-0.22 -0.52 -0.62
-0.02 -0.66 0.97
-0.18 -0.19 0.85
0.60 -0.07 0.56
-0.32 0.21 -0.33
-0.24 0.52 -0.31
0.33 -0.17 0.53
-0.21 0.17 -0.05
0.33 0.42 -0.16
-0.03 0.17 -0.09
0.97 0.07 -0.16
0.21 0.31 0.20
-1.63 1.76 -0.86
-0.48 -0.39 -0.29
1.10 0.76 1.57
-1.40 -1.35 -1.05
-0.24 -0.01 -0.07
-1.51 0.24 -0.20
0.16 0.15 0.66
0.65 0.20 0.11
1.25 -1.24 -0.21
0.38 -0.14 -0.07
0.18 0.56 0.28
-0.10 -0.27 0.43
0.39 -0.32 0.03
-0.10 -0.75 1.25
-0.44 -1.28 0.59
0.27 -0.47 1.84
-0.32 -0.48 0.02
-0.03 0.89 -2.31
0.64 0.31 -0.54
0.11 0.81 0.35
-0.57 0.24 -1.05
0.13 0.35 -0.25
-0.11 0.01 0.98
0.45 0.57 -0.64

The value obtained for the energy above the lowest of the compared OMol25 structures with the same formula, charge and spin is 0.644 eV. Its LUMO energy (alpha / beta) is -0.12 / -0.11 eV. The value obtained for the energy is -102179.25629 eV. As for the net charge: 0. As for the spin multiplicity: 3.